[1]
ORCA calculation (wB97M-V/def2-TZVPD) on a 12-piece molecular cluster, C52H140N12O14 overall at a distorted geometry.

Element x y z (Å)
C 0.7725 -3.6747 -2.0300
O 0.7144 -4.4455 -0.8274
C 2.0183 -5.0344 -0.4552
C 3.0108 -3.9741 0.0205
N 2.5083 -3.3414 1.2427
C 3.4589 -2.5192 1.9679
C 4.0794 -1.2887 1.2436
O 4.9421 -1.6927 0.1531
C 6.1577 -2.3053 0.5371
H 1.3079 -2.7518 -1.8070
H -0.2082 -3.4072 -2.4233
H 1.3190 -4.2397 -2.7852
H 2.3441 -5.4444 -1.4112
H 1.8932 -5.8168 0.2933
H 3.2019 -3.3128 -0.8247
H 3.9926 -4.4204 0.1782
H 1.6283 -2.8585 1.1313
H 4.2308 -3.1830 2.3572
H 2.9489 -2.1087 2.8393
H 4.6507 -0.6406 1.9082
H 3.2166 -0.7068 0.9196
H 6.6897 -2.4774 -0.3985
H 6.0734 -3.2782 1.0213
H 6.8167 -1.5708 1.0001
C -1.4621 4.0886 -2.5168
O -2.7619 3.5736 -2.3312
C -3.6515 3.7886 -3.4029
C -3.7310 2.6647 -4.4508
N -2.5771 2.8073 -5.3446
C -2.2513 1.5347 -6.0262
C -0.7371 1.5213 -6.4253
O 0.0073 1.5588 -5.2425
C 1.3713 1.8224 -5.4372
H -1.5515 5.1163 -2.8686
H -0.8629 3.5139 -3.2230
H -0.8942 4.0977 -1.5865
H -3.4383 4.7687 -3.8294
H -4.5682 3.9310 -2.8307
H -4.6594 2.6406 -5.0215
H -3.7063 1.7094 -3.9265
H -1.7739 2.9978 -4.7628
H -2.9261 1.4623 -6.8791
H -2.4167 0.6179 -5.4605
H -0.4659 2.3443 -7.0866
H -0.4454 0.6126 -6.9518
H 1.8014 1.9386 -4.4424
H 1.5112 2.7601 -5.9751
H 1.7955 1.0009 -6.0145
C -4.6582 -2.2414 -0.1521
C -4.8532 -1.7282 -1.5845
C -4.8535 -0.1662 -1.6650
O -5.9256 0.3087 -0.7952
C -5.9756 1.6835 -0.6594
N -3.7575 -2.3300 -2.3254
H -4.7884 -3.3200 -0.0636
H -5.4137 -1.8663 0.5383
H -3.6725 -2.1026 0.2922
H -5.7911 -2.1144 -1.9836
H -5.0261 0.1554 -2.6921
H -3.8695 0.2251 -1.4068
H -5.9464 2.3165 -1.5462
H -5.1450 2.0244 -0.0413
H -6.9525 1.8304 -0.1987
H -2.8271 -2.1830 -1.9609
H -3.7852 -3.3383 -2.2744
C 0.5979 -5.3697 4.2219
C -0.1390 -4.2338 4.8747
C 0.7634 -2.9555 5.0925
O 1.9151 -3.2729 5.9151
C 1.6673 -3.5554 7.2590
N -1.2791 -3.9085 4.0405
H 0.8166 -5.1289 3.1816
H 0.0483 -6.2993 4.3701
H 1.5384 -5.5060 4.7557
H -0.5662 -4.4631 5.8509
H 0.1807 -2.2001 5.6196
H 1.2534 -2.5511 4.2068
H 2.5212 -3.9541 7.8067
H 0.9830 -4.4038 7.2565
H 1.2372 -2.7227 7.8156
H -1.7767 -4.7720 3.8758
H -1.8081 -3.2970 4.6457
C 1.3229 2.4783 0.6096
C 2.6296 3.1620 1.0199
C 3.4456 2.4170 2.1273
O 2.5830 2.2670 3.2717
C 3.3562 1.5997 4.2458
N 3.3410 3.5073 -0.2200
H 0.6861 2.3371 1.4829
H 1.5288 1.4839 0.2136
H 0.7568 3.0827 -0.0991
H 2.3630 4.1427 1.4139
H 4.2589 3.1106 2.3407
H 3.8814 1.5366 1.6551
H 3.8105 0.7007 3.8293
H 2.8408 1.3925 5.1837
H 4.1538 2.2993 4.4960
H 4.0727 4.1701 -0.0071
H 3.8086 2.6822 -0.5675
C -2.8691 6.9900 2.9488
C -1.7686 6.9730 1.8124
C -1.9686 5.6742 0.9528
O -1.9443 4.5516 1.7979
C -2.7709 3.5085 1.3380
N -1.9236 8.1798 1.0655
H -2.6531 7.8524 3.5795
H -2.7555 6.0871 3.5489
H -3.9074 7.1014 2.6364
H -0.8225 7.0580 2.3470
H -1.0967 5.4624 0.3339
H -2.8136 5.8338 0.2831
H -2.6628 2.6099 1.9452
H -2.4338 3.1646 0.3601
H -3.7805 3.9162 1.2856
H -1.0929 8.3093 0.5058
H -1.6817 8.9641 1.6541
C -0.6055 2.5782 4.7051
C -0.0524 3.9271 4.9707
C 0.9673 3.9750 6.0816
O 0.5264 3.2736 7.1957
C 1.5216 3.2514 8.2255
N 0.5579 4.4379 3.7816
H 0.1661 1.8183 4.5808
H -1.2243 2.6184 3.8087
H -1.2882 2.1790 5.4551
H -0.8572 4.5864 5.2960
H 1.2222 4.9901 6.3859
H 1.8063 3.3903 5.7042
H 1.0448 2.9706 9.1645
H 1.9761 4.2384 8.3113
H 2.2782 2.5050 7.9834
H 1.2835 3.7476 3.6509
H -0.1379 4.3207 3.0589
C -3.6326 0.0861 4.8062
C -2.5503 -0.5205 5.6825
C -2.5724 0.0557 7.1191
O -1.5548 -0.5020 7.9785
C -0.2931 0.0321 7.6372
N -2.7705 -1.9483 5.7854
H -3.4264 1.1490 4.6801
H -4.6108 -0.0615 5.2638
H -3.6698 -0.3526 3.8090
H -1.5711 -0.3553 5.2331
H -3.5264 -0.1378 7.6097
H -2.5771 1.1451 7.0824
H -0.1887 1.0516 8.0086
H -0.0155 -0.0088 6.5840
H 0.4448 -0.5578 8.1808
H -3.7243 -2.2012 6.0008
H -2.3592 -2.1640 6.6823
C 1.6721 -2.2902 -5.2985
C 2.9882 -2.9665 -5.6832
C 3.4140 -4.2230 -4.8718
O 3.6444 -3.9791 -3.5118
C 4.7516 -3.0785 -3.2461
N 2.9913 -3.2137 -7.0877
H 1.6855 -1.7027 -4.3805
H 0.8987 -3.0447 -5.1543
H 1.4084 -1.5751 -6.0777
H 3.8721 -2.3319 -5.6192
H 4.3610 -4.5864 -5.2711
H 2.6970 -5.0258 -5.0436
H 5.6715 -3.2965 -3.7888
H 5.0989 -3.1923 -2.2192
H 4.4456 -2.0342 -3.3093
H 2.1410 -3.7445 -7.2116
H 2.6612 -2.3727 -7.5391
C 2.9969 0.3941 -2.1948
C 4.5496 0.6836 -2.2355
C 4.8514 1.9724 -3.0676
O 4.7329 1.7696 -4.4678
C 4.5910 2.9438 -5.2271
N 5.0465 0.8631 -0.8682
H 2.3420 1.2296 -1.9476
H 2.6590 -0.3155 -1.4396
H 2.7920 -0.0930 -3.1482
H 5.0633 -0.1247 -2.7560
H 5.8256 2.3794 -2.7969
H 4.2879 2.8553 -2.7656
H 3.6707 3.5035 -5.0606
H 4.5177 2.6445 -6.2727
H 5.5040 3.5325 -5.1382
H 4.8527 0.0102 -0.3631
H 6.0540 0.8641 -0.9396
C -1.9185 -2.5631 -5.5361
C -3.3071 -2.5111 -6.0554
C -4.1864 -3.7979 -5.9862
O -3.4782 -4.9205 -6.6218
C -4.2347 -6.1288 -6.7510
N -3.9443 -1.4910 -5.2642
H -1.3231 -3.3474 -6.0035
H -1.9233 -2.9161 -4.5049
H -1.4757 -1.5705 -5.6189
H -3.1795 -2.1835 -7.0872
H -5.1461 -3.5936 -6.4608
H -4.3833 -4.0469 -4.9435
H -3.8237 -6.8015 -7.5038
H -5.2427 -5.8990 -7.0964
H -4.3667 -6.7004 -5.8323
H -4.9399 -1.6041 -5.3912
H -3.8169 -1.7440 -4.2948
C -0.5063 -0.4435 2.5966
C -0.9691 -1.2547 1.3970
C -0.7144 -0.4680 0.0780
O -1.3159 -1.0965 -1.0855
C -1.1194 -0.5441 -2.3357
N -0.2051 -2.4971 1.3796
H -1.0578 0.4962 2.6245
H 0.5727 -0.3779 2.4565
H -0.6658 -0.9179 3.5649
H -2.0522 -1.3409 1.4840
H 0.3585 -0.4262 -0.1096
H -1.0792 0.5514 0.2043
H -1.4717 -1.2736 -3.0650
H -0.0388 -0.4517 -2.4441
H -1.5394 0.4216 -2.6168
H -0.4355 -2.9595 2.2474
H -0.3775 -3.1148 0.5992

For the highest occupied orbital energy, the calculation gives -8.13 eV. The calculation puts the largest force on an atom at 2.866 eV/Å. The frontier orbital gap is 0.32008 hartree.

Here are the Mulliken charges for atoms 1 to 99, given in e: -0.070, -0.473, -1.159, 0.151, 0.561, -0.818, 0.924, -0.116, -1.138, -0.088, -0.026, 0.367, 0.431, 0.412, -0.347, 0.568, -0.070, 0.734, -0.480, 0.787, -0.956, 0.270, 0.327, 0.409, 0.076, 0.188, -1.188, 0.140, -0.490, -0.056, -1.225, 0.316, -0.891, 0.488, -0.176, -0.534, 0.407, 0.416, 0.414, -0.196, 0.329, 0.464, -0.194, 0.486, 0.451, -0.075, 0.488, 0.330, -1.223, 0.164, -0.346, -0.418, -0.521, 0.045, 0.446, 0.447, -0.061, 0.523, 0.439, 0.063, 0.214, 0.108, 0.335, -0.636, 0.323, -1.810, 0.245, 1.507, -0.479, -0.499, -0.525, 0.258, 0.452, 0.381, 0.794, -0.548, -0.820, 0.345, 0.325, 0.010, 0.255, 0.198, 0.799, -0.243, -0.730, 0.054, -0.800, -0.640, -0.120, -0.809, 0.057, 0.698, 0.493, 0.192, 0.032, 0.185, 0.430, 0.303, 0.057

---

[2]
ORCA calculation (wB97M-V/def2-TZVPD) on a 13-piece molecular cluster, C52H143N13O13 overall at a distorted geometry.

Element x y z (Å)
C 5.2768 -1.7050 -3.9041
C 6.0073 -1.2559 -2.6084
C 5.5745 -2.0052 -1.3489
O 6.4075 -1.4204 -0.3068
C 6.0037 -1.8748 0.8858
N 7.4323 -1.5650 -2.8869
H 5.5855 -2.6840 -4.2706
H 5.5067 -1.0481 -4.7429
H 4.2180 -1.4632 -3.8112
H 5.9080 -0.1723 -2.5453
H 5.6887 -3.0865 -1.4247
H 4.5301 -1.7093 -1.2499
H 5.4669 -2.8234 0.8845
H 5.2241 -1.1878 1.2147
H 6.8333 -2.0924 1.5586
H 7.3901 -2.5741 -2.8781
H 7.9571 -1.4063 -2.0386
C -2.6363 -7.1888 -5.4237
C -2.3389 -5.9245 -6.2898
C -1.1283 -5.1417 -5.7707
O -1.2947 -4.8170 -4.4247
C -0.3519 -3.7404 -4.0680
N -2.3033 -6.2841 -7.6858
H -2.8682 -6.7564 -4.4503
H -1.7968 -7.8649 -5.2621
H -3.4972 -7.7136 -5.8378
H -3.2401 -5.3473 -6.0833
H -1.0547 -4.3635 -6.5304
H -0.2562 -5.7658 -5.9656
H -0.7569 -3.2017 -3.2114
H -0.0340 -3.0285 -4.8297
H 0.4950 -4.1835 -3.5439
H -3.2335 -6.5952 -7.9268
H -1.7536 -7.1238 -7.7989
C -1.8165 -0.4565 4.1239
C -2.2905 -1.9178 4.2557
C -1.6184 -2.6132 5.4970
O -0.2712 -2.7412 5.2777
C 0.1467 -3.6099 6.3237
N -3.7135 -1.7415 4.4761
H -2.0481 -0.0326 3.1468
H -0.7373 -0.5153 4.2660
H -2.1717 0.1784 4.9356
H -2.0105 -2.4762 3.3625
H -2.2372 -3.5097 5.5352
H -1.8050 -2.0364 6.4028
H 1.2364 -3.5932 6.3402
H -0.0848 -4.6728 6.2546
H -0.2797 -3.3136 7.2820
H -3.9868 -1.2057 3.6648
H -3.8163 -1.2723 5.3646
C 4.7303 2.6712 1.3960
C 6.2635 2.8098 1.5407
C 7.1732 2.5693 0.2187
O 8.5820 2.5866 0.3570
C 9.1994 1.3064 0.6383
N 6.7004 4.0570 2.1807
H 4.2230 2.8950 2.3345
H 4.3793 1.6879 1.0828
H 4.2451 3.3773 0.7222
H 6.5409 2.1284 2.3449
H 6.8601 3.3279 -0.4987
H 6.8631 1.6136 -0.2040
H 10.2540 1.4867 0.4299
H 8.8910 0.5795 -0.1131
H 8.9670 0.8365 1.5939
H 7.5348 3.9236 2.7340
H 7.0528 4.6169 1.4176
C -7.1606 -4.8542 0.3756
C -7.4517 -5.3137 -1.0082
C -6.1685 -5.4592 -1.9913
O -5.4315 -4.1977 -1.8995
C -4.0331 -4.4050 -1.9281
N -8.2886 -6.5776 -0.9704
H -6.5842 -5.5859 0.9417
H -8.1480 -4.7457 0.8243
H -6.6542 -3.8898 0.3352
H -8.1103 -4.5658 -1.4498
H -6.4947 -5.8906 -2.9377
H -5.5308 -6.2064 -1.5190
H -3.8309 -5.2142 -1.2263
H -3.5647 -3.4936 -1.5566
H -3.6850 -4.6524 -2.9309
H -8.8371 -6.8716 -1.7659
H -9.0047 -6.3696 -0.2891
C 5.2550 8.7326 -1.6984
C 4.6266 7.4044 -1.1404
C 4.7621 6.2112 -2.0104
O 4.4556 4.9213 -1.5179
C 3.0687 4.6220 -1.5280
N 5.2671 7.0837 0.1020
H 6.3417 8.7895 -1.6367
H 4.9270 9.5933 -1.1156
H 4.8732 8.9046 -2.7047
H 3.5609 7.5537 -0.9669
H 5.8352 6.1297 -2.1834
H 4.3439 6.5948 -2.9410
H 2.5235 5.2726 -0.8441
H 2.8656 3.5857 -1.2580
H 2.5855 4.8088 -2.4870
H 6.2120 6.7804 -0.0856
H 5.0277 6.1614 0.4370
C -8.1131 -0.5941 1.3117
C -7.5319 0.7325 0.8824
C -6.3223 0.5641 -0.1518
O -5.3357 -0.0146 0.8069
C -4.2640 -0.8189 0.2101
N -8.5565 1.6082 0.2251
H -8.6654 -1.1120 0.5275
H -8.9426 -0.4336 2.0004
H -7.4971 -1.2479 1.9291
H -7.1883 1.2896 1.7540
H -6.0050 1.5217 -0.5648
H -6.5578 -0.1367 -0.9526
H -3.3866 -0.3038 -0.1808
H -4.7315 -1.3711 -0.6051
H -3.9221 -1.5898 0.9007
H -9.1767 1.9302 0.9544
H -9.1955 1.0838 -0.3553
C -2.6369 5.4163 -1.0391
C -2.9087 4.2228 -1.9121
C -1.7051 3.3541 -2.1919
O -0.7178 3.9813 -3.0283
C 0.2238 3.0833 -3.5117
N -3.9487 3.4706 -1.3049
H -3.5383 5.8536 -0.6098
H -2.3423 6.2559 -1.6686
H -1.8296 5.2146 -0.3350
H -3.3030 4.6732 -2.8230
H -2.1214 2.4255 -2.5822
H -1.2023 2.9403 -1.3177
H 1.2664 3.2956 -3.2751
H 0.1696 3.0095 -4.5978
H 0.0245 2.0438 -3.2513
H -4.4952 2.9619 -1.9850
H -4.5604 4.2171 -1.0070
C 1.7364 -0.0307 1.8784
C 1.3970 0.0808 0.4076
C 0.0252 -0.4474 -0.1585
O 0.0317 -0.4456 -1.5652
C -1.1737 -0.5706 -2.2386
N 1.4766 1.4522 0.0317
H 1.2305 0.6276 2.5847
H 2.7921 0.2216 1.9784
H 1.6085 -1.0379 2.2751
H 2.2536 -0.4016 -0.0633
H -0.7769 0.1171 0.3169
H -0.2045 -1.4768 0.1169
H -1.7451 -1.4717 -2.0159
H -1.1718 -0.4753 -3.3244
H -1.8885 0.1856 -1.9140
H 0.8127 2.0020 0.5581
H 1.0566 1.5152 -0.8847
C 1.4368 3.6431 7.7141
C 0.3650 2.8994 6.8549
C 0.5998 1.4056 6.6480
O 1.9626 1.1696 6.3147
C 2.2487 -0.1864 5.8782
N -0.8751 3.1061 7.6321
H 2.4640 3.5448 7.3631
H 1.3873 3.2721 8.7378
H 1.3468 4.7265 7.7932
H 0.3707 3.5345 5.9691
H 0.0319 1.0715 5.7796
H 0.3782 0.8755 7.5743
H 2.1966 -0.7389 6.8163
H 3.2863 -0.3199 5.5720
H 1.5902 -0.5506 5.0897
H -1.6687 2.9692 7.0225
H -0.8811 2.3491 8.3006
C -1.7335 -0.6386 -7.0403
C -0.5398 -0.1293 -7.8226
C 0.8557 -0.5193 -7.2893
O 1.0449 0.1386 -6.0313
C 2.4286 0.3818 -5.7348
N -0.6648 -0.2580 -9.2393
H -2.6781 -0.4056 -7.5317
H -1.6926 -0.1844 -6.0503
H -1.8028 -1.7247 -6.9810
H -0.6072 0.9549 -7.9125
H 1.5616 -0.0443 -7.9706
H 0.9574 -1.6044 -7.2686
H 3.0388 0.7210 -6.5719
H 2.8486 -0.4547 -5.1763
H 2.6388 1.1301 -4.9707
H -1.0370 0.6010 -9.6184
H -1.2301 -1.0580 -9.4855
C -3.7439 -6.8375 3.0795
C -3.1889 -5.3886 3.0075
C -2.5293 -5.1046 1.6508
O -1.4692 -5.9891 1.2214
C -0.8423 -5.4271 0.0873
N -4.2689 -4.4918 3.1825
H -4.1418 -7.0260 4.0766
H -3.0506 -7.6117 2.7505
H -4.5791 -6.9332 2.3857
H -2.4648 -5.2933 3.8166
H -2.1892 -4.0883 1.8500
H -3.3344 -5.0768 0.9165
H -1.1286 -5.8017 -0.8955
H 0.2375 -5.5355 0.1887
H -0.7917 -4.3383 0.0818
H -4.4969 -4.4993 4.1664
H -3.8740 -3.5702 3.0604
C 1.2105 3.2004 3.2632
C 1.4567 4.7289 3.1373
C 2.1946 5.3734 4.3219
O 2.1699 6.7734 4.0704
C 3.1129 7.3834 4.8562
N 2.0652 4.9025 1.8819
H 1.0885 2.6509 2.3299
H 0.3440 3.0718 3.9119
H 1.9881 2.5402 3.6474
H 0.4882 5.2286 3.1157
H 3.2468 5.1333 4.1694
H 1.8124 5.0459 5.2888
H 4.1094 6.9487 4.7788
H 2.7428 7.2548 5.8734
H 3.1554 8.4667 4.7439
H 3.0439 4.6636 1.9531
H 2.0859 5.9122 1.8968

For the highest occupied orbital energy (spin up / spin down), the calculation gives -10.05 / -10.05 eV. The charge is +1. The calculation puts the largest force on an atom at 4.081 eV/Å. As for the spin multiplicity: 2. The frontier orbital gap (spin up / spin down) is 0.27723 / 0.06403 hartree. The expectation value of S² is 0.756.

Here are the Mulliken charges for atoms 1 to 99, given in e: -1.453, 0.527, -0.350, -0.160, -0.725, -0.766, 0.379, 0.433, 0.165, 0.165, 0.387, 0.071, 0.398, 0.069, 0.302, 0.324, 0.256, -1.292, 0.356, -0.638, -0.122, -0.210, -0.754, 0.153, 0.335, 0.415, 0.279, 0.284, 0.299, -0.247, 0.180, 0.341, 0.315, 0.286, -0.766, 1.827, -1.286, -0.147, -0.909, -0.585, 0.243, -0.356, 0.457, -0.773, 0.451, 0.243, 0.266, 0.317, 0.398, 0.140, 0.356, 0.152, 0.081, -0.142, -0.343, -0.402, -0.230, 0.280, -0.014, -0.468, 0.377, 0.254, 0.057, 0.316, 0.087, 0.293, 0.376, 0.262, -1.085, 0.695, -0.781, -0.312, -0.026, -0.765, 0.248, 0.505, -0.003, 0.170, 0.303, 0.334, 0.134, -0.302, 0.352, 0.246, 0.240, -1.498, 0.528, -0.990, -0.071, -0.640, -0.609, 0.335, 0.372, 0.388, 0.348, 0.363, 0.323, 0.252, -0.066